{
  "formula": "C4H5IO2",
  "method": "ωB97M-V/def2-TZVPD",
  "species": ["O", "C", "C", "I", "H", "C", "C", "O", "H", "H", "H", "H"],
  "positions_angstrom": [[-1.6487, -2.7719, -1.2491], [-2.1721, -2.1214, -0.4514], [-2.8928, -1.6813, 0.5310], [-3.3290, 0.2848, 1.0342], [-3.5901, -2.3616, 0.8903], [2.3330, 1.7046, 0.0237], [1.4419, 0.5176, -0.2496], [0.3620, 0.4359, 0.3091], [3.1705, 1.5919, 0.7076], [1.9366, 2.6603, 0.4177], [2.7774, 1.9186, -0.8987], [1.6113, -0.1774, -1.0649]],
  "forces_ev_per_a": [[0.7, 0.4, -0.5], [-0.2, -1.0, -0.1], [0.2, 2.0, 0.0], [0.3, -0.1, -0.1], [-1.0, -1.2, 0.7], [0.5, 0.4, 0.7], [-2.3, 1.6, 1.6], [0.7, -0.4, -0.3], [0.2, -1.0, 0.1], [-0.9, -0.9, -0.4], [0.9, 0.6, -1.6], [0.9, -0.3, -0.3]],
  "energy_ev": -16422.25933,
  "charge": 0,
  "orbital_gap_ev": 8.6,
  "smiles": "O=C=CI.CC=O",
  "de_lowest_kcal_mol": 42.2
}

{
  "formula": "C4H5InO2",
  "method": "ωB97M-V/def2-TZVPD",
  "species": ["H", "O", "C", "C", "C", "H", "H", "H", "C", "O", "In", "H"],
  "positions_angstrom": [[-0.9957, 2.6836, -1.3275], [-0.6664, 1.7952, -1.4884], [0.1595, 1.4086, -0.4087], [0.3002, -0.0568, -0.3697], [0.9229, -1.1405, -0.6601], [-0.2596, 1.7475, 0.5555], [1.1670, 1.8525, -0.4953], [1.7145, -1.6920, -1.1545], [-0.3343, -1.3933, 0.5104], [0.0802, -1.7782, 1.7208], [-0.9984, -1.4266, 3.1460], [-1.0899, -2.0000, -0.0284]],
  "forces_ev_per_a": [[0.0, 0.1, 0.0], [0.2, -0.5, 0.2], [-0.6, 1.2, 0.4], [1.1, -3.1, 0.3], [-1.3, 2.2, 1.0], [0.2, -0.1, -0.2], [-0.2, -0.4, 0.0], [-0.4, -0.3, 0.3], [2.1, -0.9, -1.5], [3.3, -0.1, -7.8], [-4.4, 1.4, 6.6], [0.0, 0.7, 0.8]],
  "energy_ev": -13485.22776,
  "charge": 1,
  "multiplicity": 2,
  "orbital_gap_ev": [9.6, 6.2],
  "de_lowest_kcal_mol": 0.0
}

{
  "formula": "C4H5InO2",
  "method": "ωB97M-V/def2-TZVPD",
  "species": ["H", "O", "C", "C", "C", "C", "O", "In", "H", "H", "H", "H"],
  "positions_angstrom": [[-1.3321, -0.5093, -1.6201], [1.0152, -1.8638, 1.8101], [0.3297, -0.8759, 1.1793], [0.7225, -0.4137, -0.0221], [0.3312, 0.9546, -0.4206], [-0.8500, 1.2796, -1.0140], [-1.7831, 0.3185, -1.2992], [-1.1532, 2.9673, -1.9335], [0.5130, -2.2025, 2.5562], [-0.5544, -0.5070, 1.7082], [1.6283, -0.8444, -0.4634], [1.1329, 1.6965, -0.4808]],
  "forces_ev_per_a": [[-0.8, 0.8, 0.4], [-1.2, 2.4, -2.7], [-0.4, -3.5, 4.0], [1.9, 2.0, -1.4], [-0.2, -0.2, -1.2], [0.8, -5.4, 2.6], [1.0, 0.1, -0.4], [-1.0, 4.2, -2.2], [-0.2, -0.2, 0.8], [0.2, 0.0, -0.2], [-0.2, 0.1, 0.1], [0.1, -0.3, 0.2]],
  "energy_ev": -13474.21752,
  "charge": 2,
  "orbital_gap_ev": [7.4, 6.0],
  "de_lowest_kcal_mol": 0.0
}

{
  "formula": "C4H5KO",
  "method": "ωB97M-V/def2-TZVPD",
  "species": ["C", "C", "C", "C", "O", "K", "H", "H", "H", "H", "H"],
  "positions_angstrom": [[-1.5431, -0.2505, -2.5964], [-0.4514, 0.5366, -2.5919], [0.5807, 0.6135, -1.5443], [0.2774, 0.1509, -0.2432], [1.1897, -0.2920, 0.5430], [2.5418, -2.5112, 1.7436], [-1.6482, -1.0887, -1.9016], [-2.4099, -0.0005, -3.2104], [-0.3159, 1.2174, -3.4405], [-0.0765, 1.3719, -0.2529], [1.6018, 0.3835, -1.8823]],
  "forces_ev_per_a": [[-0.1, 0.2, 0.6], [0.2, 0.9, 0.1], [0.1, -3.2, -1.5], [1.2, 3.5, -0.2], [-0.1, -1.2, 0.5], [-0.6, 1.0, -0.6], [0.0, 0.5, 0.0], [0.4, -0.4, -0.3], [-0.2, 0.0, 0.2], [-1.1, -1.7, 1.4], [0.2, 0.3, -0.2]],
  "energy_ev": -22596.83875,
  "charge": 0,
  "orbital_gap_ev": 4.2,
  "de_lowest_kcal_mol": 9.0
}

{
  "formula": "C4H5KO6",
  "method": "ωB97M-V/def2-TZVPD",
  "species": ["O", "C", "O", "O", "K", "C", "C", "H", "H", "H", "O", "C", "O", "O", "H", "H"],
  "positions_angstrom": [[-0.7596, -1.4614, 0.8398], [-0.2473, -1.2527, -0.2818], [0.6137, -1.9746, -0.8363], [-0.7294, -0.2488, -1.0682], [0.8230, -3.5593, 1.2263], [-1.6415, 0.7206, -0.6246], [-1.6707, 1.9090, 0.2761], [-2.1743, 1.0131, -1.5413], [-2.2365, 0.2330, 0.3076], [-1.6700, 2.8530, -0.2810], [-0.2764, 1.9688, 1.0311], [0.7811, 2.4941, 0.5073], [1.8381, 1.9126, 0.7723], [0.7600, 3.0465, -0.6999], [1.5559, 3.5781, -0.8282], [-2.5926, 2.0516, 0.8547]],
  "forces_ev_per_a": [[0.0, 0.4, 0.3], [0.0, -1.4, 0.4], [0.0, 0.3, 0.1], [1.3, 2.0, -0.4], [-0.2, 0.5, -0.3], [-3.9, -3.2, 2.8], [4.8, 4.4, -0.8], [-0.4, -0.4, 0.6], [0.1, -1.1, -3.3], [0.3, 0.0, -0.3], [-4.7, 0.5, 0.8], [3.8, -5.5, -1.9], [0.0, 2.1, 1.7], [-2.1, 2.7, -0.7], [0.1, -0.5, 0.1], [0.9, -0.9, 0.9]],
  "energy_ev": -32837.32250,
  "charge": 0,
  "orbital_gap_ev": 8.1,
  "de_lowest_kcal_mol": 89.1
}

{
  "formula": "C4H5LiNaO",
  "method": "ωB97M-V/def2-TZVPD",
  "species": ["C", "C", "H", "C", "C", "O", "Na", "H", "H", "H", "H", "Li"],
  "positions_angstrom": [[-1.5432, 1.4760, 2.4303], [-0.5253, 1.6512, 3.0743], [0.3509, 1.7450, 3.6948], [-3.0208, 1.1348, 1.8542], [-3.2189, 1.1295, 0.3389], [-2.6509, 0.0959, -0.3273], [-0.7646, -0.6009, 0.6199], [-3.7598, 1.7880, 2.3416], [-3.1836, 0.0956, 2.1830], [-2.5793, 2.1439, 0.3807], [-4.2925, 1.2806, 0.1139], [-3.3904, -0.6017, -1.7849]],
  "forces_ev_per_a": [[-1.7, -0.5, -0.4], [-0.9, -0.5, -0.7], [-0.3, 0.1, -0.4], [1.4, -1.5, 1.9], [1.8, 3.8, 1.7], [0.5, -1.3, -0.9], [-0.1, 0.4, 0.2], [0.5, -0.1, -0.1], [-0.2, 0.2, 0.5], [-1.6, -1.2, -2.4], [0.5, 0.2, 0.1], [0.1, 0.3, 0.4]],
  "energy_ev": -10890.77082,
  "charge": 1,
  "orbital_gap_ev": 8.3,
  "de_lowest_kcal_mol": 28.7
}

{
  "formula": "C4H5LiO7Tl",
  "method": "ωB97M-V/def2-TZVPD",
  "species": ["O", "C", "O", "O", "C", "O", "C", "C", "O", "O", "Tl", "Li", "H", "H", "H", "H", "O", "H"],
  "positions_angstrom": [[1.7813, -0.1538, 3.9691], [0.8695, 0.4292, 3.3261], [0.5618, 1.6326, 3.5211], [0.2323, -0.2964, 2.4025], [0.4004, 0.0493, 1.0265], [1.0045, -0.8953, -1.0789], [-1.9450, 0.0070, -3.7191], [0.9871, -1.1394, 0.2687], [-2.3302, -0.7897, -2.8360], [-0.7470, 0.3128, -3.9318], [2.3362, 1.8712, 5.7407], [-0.3517, -0.7948, -2.2375], [1.0729, 0.9171, 0.9415], [-0.5735, 0.3220, 0.5908], [2.0031, -1.3320, 0.6875], [0.3843, -2.0367, 0.5454], [-2.8922, 0.4701, -4.5723], [-2.7939, 1.4269, -4.6441]],
  "forces_ev_per_a": [[0.5, 0.0, 1.2], [0.6, 0.6, 0.2], [0.0, 0.5, 0.4], [-0.3, -0.4, 0.5], [0.1, 0.4, -0.6], [-0.3, -0.1, 0.1], [1.3, -1.3, 0.5], [0.1, -0.2, -0.4], [0.0, 0.1, 0.1], [-0.2, 0.4, 0.2], [-0.9, -1.0, -1.7], [0.1, 0.2, -0.1], [-0.2, -0.2, 0.0], [0.2, -0.1, 0.2], [-0.2, 0.1, 0.0], [0.1, 0.2, 0.1], [-1.3, 0.9, -0.4], [0.3, -0.2, -0.3]],
  "energy_ev": -23463.81770,
  "charge": -1,
  "orbital_gap_ev": 5.1,
  "de_lowest_kcal_mol": 0.0
}

{
  "formula": "C4H5N",
  "method": "ωB97M-V/def2-TZVPD",
  "species": ["C", "C", "C", "H", "H", "H", "H", "C", "N", "H"],
  "positions_angstrom": [[-0.4501, -0.3049, 1.7356], [-0.8822, 0.0874, 0.6922], [-1.4886, 0.5709, -0.5607], [0.2630, -0.6388, 2.5527], [-0.6697, 0.4081, -1.2778], [-1.7433, 1.6734, -0.5624], [-2.4485, 0.0555, -0.8809], [2.4973, -0.5980, -0.5005], [1.4169, -0.5023, -0.9607], [3.5051, -0.7513, -0.2374]],
  "forces_ev_per_a": [[2.2, -0.8, 1.9], [-1.5, 0.5, -0.5], [-0.4, 0.5, -0.4], [-1.7, 0.6, -1.5], [-0.7, 0.1, -0.3], [0.5, -1.2, 0.3], [1.4, 0.3, 0.5], [-4.1, 0.2, -2.2], [3.9, -0.3, 1.6], [0.5, 0.0, 0.4]],
  "energy_ev": -5715.88176,
  "charge": 0,
  "orbital_gap_ev": 10.6,
  "smiles": "C#CC.C#N",
  "de_lowest_kcal_mol": 68.4
}

{
  "formula": "C4H5N",
  "method": "ωB97M-V/def2-TZVPD",
  "species": ["C", "C", "C", "C", "N", "H", "H", "H", "H", "H"],
  "positions_angstrom": [[-0.5930, -0.9749, 0.3998], [-0.1531, 0.2690, -0.2586], [1.0017, 0.8779, -0.2738], [2.0085, 1.8732, -0.6435], [2.4676, 0.7438, -0.2322], [-0.9572, -0.6757, 1.4160], [0.3315, -1.5025, 0.7620], [-1.4304, -1.5049, -0.2324], [-0.9624, 0.9451, -0.5531], [2.3601, 2.7862, -0.9868]],
  "forces_ev_per_a": [[0.0, -0.7, 0.9], [-1.4, 1.6, -0.1], [2.9, 1.2, -1.2], [-2.0, -3.9, 1.4], [-0.6, 0.9, 0.1], [-0.6, -0.3, -0.9], [-1.0, -0.5, -1.1], [2.0, 0.5, 1.5], [0.0, -0.2, 0.0], [0.7, 1.5, -0.6]],
  "energy_ev": -5715.36693,
  "charge": 0,
  "orbital_gap_ev": 9.8,
  "smiles": "C/C=C1C=N/1",
  "de_lowest_kcal_mol": 80.2
}

{
  "formula": "C4H5N",
  "method": "ωB97M-V/def2-TZVPD",
  "species": ["C", "C", "C", "C", "N", "H", "H", "H", "H", "H"],
  "positions_angstrom": [[0.5937, 1.8448, 1.3579], [0.4802, 0.8309, 0.7176], [0.3529, -0.3934, -0.0604], [-1.1579, -1.2703, -0.7617], [-0.3687, -0.2279, -1.3457], [0.6948, 2.7501, 1.9240], [1.2816, -0.9549, -0.1868], [-0.4167, -1.0315, 0.5935], [-0.5644, -2.1947, -0.9627], [-0.8954, 0.6469, -1.2757]],
  "forces_ev_per_a": [[-0.1, -0.4, -0.3], [0.0, 0.4, 0.3], [0.0, -0.1, 0.2], [0.2, 0.0, -0.3], [-0.2, 0.1, 0.2], [0.0, -0.3, -0.2], [-0.3, 0.2, 0.0], [0.3, 0.1, 0.0], [-0.2, 0.2, 0.1], [0.2, -0.2, 0.0]],
  "energy_ev": -5712.78437,
  "charge": 0,
  "orbital_gap_ev": 9.6,
  "de_lowest_kcal_mol": 139.8
}